C78H172N11O15P | ωB97M-V/def2-TZVPD

Values from the calculation:
E (eV): -140028.868
Molecular weight (g/mol): 1535.270
Net charge: +2
Kohn-Sham gap (eV): 5.67
Relative energy (zero: lowest compared OMol25 entry of this formula, charge and spin) (eV): 0.000
E_HOMO (Eh): -0.3399

Bonds (Å) are listed after each position.
CARTESIAN COORDINATES (ANGSTROEM)
1 C 1.7955 3.2692 -9.6185  C2 1.544, H18 1.090, H19 1.090, H20 1.090
2 C 2.5687 2.6703 -8.4243  C1 1.544, C3 1.593, H21 1.090, H22 1.090
3 C 1.8749 2.8499 -7.0018  C2 1.593, C4 1.526, H23 1.090, H24 1.090
4 C 0.7883 1.8127 -6.7353  C3 1.526, P5 1.871, H25 1.090, H26 1.090
5 P -0.2033 2.1417 -5.1831  C4 1.871, C6 1.863, C10 1.808, C14 1.794
6 C -0.7216 3.9290 -5.1070  P5 1.863, C7 1.530, H27 1.090, H28 1.090
7 C -1.6376 4.4596 -6.2111  C6 1.530, C8 1.585, H29 1.090, H30 1.090
8 C -1.5618 6.0357 -6.3556  C7 1.585, C9 1.567, H31 1.090, H32 1.090
9 C -2.7980 6.7228 -7.0301  C8 1.567, H33 1.090, H34 1.090, H35 1.090
10 C 0.8932 1.6931 -3.8171  P5 1.808, C11 1.540, H36 1.090, H37 1.090
11 C 1.1306 0.1813 -3.6437  C10 1.540, C12 1.607, H38 1.090, H39 1.090
12 C 2.4685 -0.0535 -2.7842  C11 1.607, C13 1.513, H40 1.090, H41 1.090
13 C 2.9119 -1.4911 -2.6247  C12 1.513, H42 1.090, H43 1.090, H44 1.090
14 C -1.6930 1.1423 -5.1608  P5 1.794, C15 1.562, H45 1.090, H46 1.090
15 C -1.4513 -0.1390 -6.0202  C14 1.562, C16 1.486, H47 1.090, H48 1.090
16 C -2.7041 -0.9373 -6.0700  C15 1.486, C17 1.562, H49 1.090, H50 1.090
17 C -2.3043 -2.3139 -6.6903  C16 1.562, H51 1.090, H52 1.090, H53 1.090
18 H 2.3547 3.0333 -10.5238  C1 1.090
19 H 1.8692 4.3536 -9.7003  C1 1.090
20 H 0.7502 2.9610 -9.6428  C1 1.090
21 H 3.6072 2.9983 -8.4686  C2 1.090
22 H 2.5482 1.6493 -8.8054  C2 1.090
23 H 1.5740 3.8971 -6.9707  C3 1.090
24 H 2.6187 2.7455 -6.2119  C3 1.090
25 H 1.1825 0.7982 -6.6756  C4 1.090
26 H 0.0713 1.8526 -7.5553  C4 1.090
27 H 0.1793 4.5042 -4.8933  C6 1.090
28 H -1.3626 4.1157 -4.2454  C6 1.090
29 H -2.6159 4.0062 -6.0513  C7 1.090
30 H -1.3687 3.9509 -7.1368  C7 1.090
31 H -0.6732 6.2547 -6.9476  C8 1.090
32 H -1.3710 6.5540 -5.4159  C8 1.090
33 H -2.7171 7.7858 -7.2572  C9 1.090
34 H -3.7037 6.7591 -6.4248  C9 1.090
35 H -3.0528 6.1515 -7.9228  C9 1.090
36 H 0.3696 2.1129 -2.9582  C10 1.090
37 H 1.8588 2.1456 -4.0428  C10 1.090
38 H 1.4073 -0.3477 -4.5557  C11 1.090
39 H 0.2785 -0.2543 -3.1219  C11 1.090
40 H 2.3664 0.2686 -1.7479  C12 1.090
41 H 3.2141 0.5809 -3.2636  C12 1.090
42 H 3.1375 -2.0548 -3.5299  C13 1.090
43 H 2.2861 -2.1175 -1.9891  C13 1.090
44 H 3.8645 -1.4719 -2.0953  C13 1.090
45 H -2.4331 1.7551 -5.6753  C14 1.090
46 H -1.9731 0.9522 -4.1247  C14 1.090
47 H -0.6610 -0.7343 -5.5631  C15 1.090
48 H -1.0513 0.0592 -7.0146  C15 1.090
49 H -3.4560 -0.4021 -6.6500  C16 1.090
50 H -3.0557 -1.0944 -5.0503  C16 1.090
51 H -1.2475 -2.5656 -6.6018  C17 1.090
52 H -2.6364 -2.3098 -7.7285  C17 1.090
53 H -2.8715 -3.0817 -6.1642  C17 1.090
54 C 3.5317 3.0359 -1.0986  C55 1.502, H64 1.090, H65 1.090, H66 1.090
55 C 4.8590 3.4615 -0.5393  C54 1.502, C56 1.543, H67 1.090, H68 1.090
56 C 5.1195 3.6604 0.9688  C55 1.543, C57 1.578, H69 1.090, H70 1.090
57 C 5.4650 2.2669 1.6238  C56 1.578, N58 1.537, H71 1.090, H72 1.090
58 N 5.9806 2.3859 3.0672  C57 1.537, C59 1.567, C62 1.563, C63 1.501
59 C 5.9097 0.9877 3.7715  N58 1.567, C60 1.568, H73 1.090, H74 1.090
60 C 4.4494 0.8177 4.3162  C59 1.568, C61 1.556, H75 1.090, H76 1.090
61 C 3.8140 2.2378 4.3188  C60 1.556, C62 1.517, H77 1.090, H78 1.090
62 C 5.0070 3.1312 4.0358  N58 1.563, C61 1.517, H79 1.090, H80 1.090
63 C 7.3948 2.8851 3.0011  N58 1.501, H81 1.090, H82 1.090, H83 1.090
64 H 3.1679 2.3028 -0.3787  C54 1.090
65 H 3.6752 2.6642 -2.1132  C54 1.090
66 H 2.7781 3.8235 -1.0950  C54 1.090
67 H 5.1603 4.3888 -1.0267  C55 1.090
68 H 5.5929 2.7677 -0.9493  C55 1.090
69 H 4.2808 4.1347 1.4784  C56 1.090
70 H 5.9138 4.3502 1.2540  C56 1.090
71 H 6.2013 1.6227 1.1431  C57 1.090
72 H 4.5173 1.7311 1.6760  C57 1.090
73 H 6.5934 1.0298 4.6193  C59 1.090
74 H 6.2141 0.3156 2.9691  C59 1.090
75 H 4.4044 0.3472 5.2983  C60 1.090
76 H 3.7744 0.3321 3.6114  C60 1.090
77 H 3.3322 2.3014 5.2944  C61 1.090
78 H 3.1784 2.3499 3.4404  C61 1.090
79 H 5.5707 3.2900 4.9551  C62 1.090
80 H 4.8414 4.1492 3.6830  C62 1.090
81 H 7.7580 2.8257 4.0271  C63 1.090
82 H 7.4888 3.8593 2.5215  C63 1.090
83 H 7.8743 2.0897 2.4306  C63 1.090
84 C -2.0910 -2.3392 -2.8273  C85 1.524, H94 1.090, H95 1.090, H96 1.090
85 C -2.7224 -1.3062 -1.9018  C84 1.524, C86 1.544, H97 1.090, H98 1.090
86 C -1.7736 -0.8353 -0.7792  C85 1.544, C87 1.540, H99 1.090, H100 1.090
87 C -1.2686 -1.8098 0.3004  C86 1.540, N88 1.630, H101 1.090, H102 1.090
88 N -0.2349 -1.1922 1.3986  C87 1.630, C89 1.617, C92 1.538, C93 1.635
89 C -0.8676 0.1239 2.0922  N88 1.617, C90 1.552, H103 1.090, H104 1.090
90 C 0.4334 0.8987 2.4315  C89 1.552, C91 1.529, H105 1.090, H106 1.090
91 C 1.4046 0.6653 1.2745  C90 1.529, C92 1.539, H107 1.090, H108 1.090
92 C 1.0660 -0.7299 0.7201  N88 1.538, C91 1.539, H109 1.090, H110 1.090
93 C -0.0339 -2.2789 2.6038  N88 1.635, H111 1.090, H112 1.090, H113 1.090
94 H -2.7160 -2.8963 -3.5252  C84 1.090
95 H -1.5882 -3.2285 -2.4474  C84 1.090
96 H -1.2829 -1.8338 -3.3562  C84 1.090
97 H -3.7517 -1.5050 -1.6032  C85 1.090
98 H -2.8333 -0.5234 -2.6521  C85 1.090
99 H -2.1253 0.1216 -0.3935  C86 1.090
100 H -0.8845 -0.4962 -1.3108  C86 1.090
101 H -0.7829 -2.7127 -0.0696  C87 1.090
102 H -2.0512 -2.3088 0.8719  C87 1.090
103 H -1.5136 -0.2294 2.8958  C89 1.090
104 H -1.4263 0.7063 1.3595  C89 1.090
105 H 0.8499 0.7131 3.4215  C90 1.090
106 H 0.2125 1.9660 2.4254  C90 1.090
107 H 2.4697 0.8447 1.4211  C91 1.090
108 H 0.9750 1.4442 0.6444  C91 1.090
109 H 1.7271 -1.5900 0.8266  C92 1.090
110 H 0.8672 -0.7481 -0.3515  C92 1.090
111 H 1.0406 -2.3316 2.7788  C93 1.090
112 H -0.3898 -3.2885 2.3984  C93 1.090
113 H -0.7088 -1.9559 3.3965  C93 1.090
114 C 3.3320 -4.1944 -1.0245  C115 1.542, H126 1.090, H127 1.090, H128 1.090
115 C 1.8316 -4.4835 -0.8199  C114 1.542, C116 1.535, H129 1.090, H130 1.090
116 C 1.4370 -5.8397 -1.4199  C115 1.535, C117 1.484, H131 1.090, H132 1.090
117 C 1.4421 -5.7098 -2.8986  C116 1.484, N118 1.592, H133 1.090, H134 1.090
118 N 0.9451 -6.9519 -3.7624  C117 1.592, C119 1.558, C122 1.580, C123 1.581
119 C 1.0028 -6.4826 -5.2469  N118 1.558, C120 1.528, H135 1.090, H136 1.090
120 C 2.4631 -6.6819 -5.6499  C119 1.528, C121 1.581, H137 1.090, H138 1.090
121 C 2.7894 -8.0813 -4.9899  C120 1.581, C122 1.549, H139 1.090, H140 1.090
122 C 1.9483 -8.1709 -3.6926  N118 1.580, C121 1.549, H141 1.090, H142 1.090
123 C -0.4883 -7.4944 -3.3728  N118 1.581, C124 1.483, H143 1.090, H144 1.090
124 C -1.6624 -6.6127 -3.5796  C123 1.483, C125 1.559, H145 1.090, H146 1.090
125 C -2.9717 -7.4477 -3.4470  C124 1.559, H147 1.090, H148 1.090, H149 1.090
126 H 3.5823 -4.2301 -2.0848  C114 1.090
127 H 3.9084 -4.9407 -0.4777  C114 1.090
128 H 3.6366 -3.2591 -0.5550  C114 1.090
129 H 1.2383 -3.6044 -1.0714  C115 1.090
130 H 1.7051 -4.4004 0.2596  C115 1.090
131 H 0.4997 -6.1950 -0.9918  C116 1.090
132 H 2.1674 -6.5370 -1.0096  C116 1.090
133 H 2.5029 -5.7398 -3.1471  C117 1.090
134 H 0.8106 -4.9048 -3.2746  C117 1.090
135 H 0.3628 -7.2329 -5.7112  C119 1.090
136 H 0.4680 -5.5374 -5.3405  C119 1.090
137 H 2.7297 -6.7598 -6.7040  C120 1.090
138 H 3.0957 -5.9214 -5.1921  C120 1.090
139 H 2.6445 -8.8789 -5.7186  C121 1.090
140 H 3.8587 -8.1315 -4.7846  C121 1.090
141 H 1.3657 -9.0745 -3.5133  C122 1.090
142 H 2.4315 -8.1228 -2.7168  C122 1.090
143 H -0.3893 -7.6741 -2.3023  C123 1.090
144 H -0.6328 -8.4441 -3.8880  C123 1.090
145 H -1.5794 -5.9635 -4.4513  C124 1.090
146 H -1.6686 -5.9383 -2.7234  C124 1.090
147 H -3.2255 -8.1086 -4.2758  C125 1.090
148 H -3.7728 -6.7086 -3.4421  C125 1.090
149 H -3.0455 -7.9818 -2.4997  C125 1.090
150 C -8.6689 3.6052 -0.9503  C151 1.561, H162 1.090, H163 1.090, H164 1.090
151 C -7.1469 3.8188 -0.6741  C150 1.561, C152 1.528, H165 1.090, H166 1.090
152 C -6.5132 2.5949 -0.0153  C151 1.528, C153 1.527, H167 1.090, H168 1.090
153 C -6.7019 2.4859 1.4966  C152 1.527, N154 1.592, H169 1.090, H170 1.090
154 N -5.8946 1.3167 2.2157  C153 1.592, C155 1.543, C158 1.524, C159 1.556
155 C -6.0830 1.5158 3.7341  N154 1.543, C156 1.496, H171 1.090, H172 1.090
156 C -4.9763 2.3714 4.2639  C155 1.496, C157 1.546, H173 1.090, H174 1.090
157 C -3.9394 2.4855 3.1233  C156 1.546, C158 1.534, H175 1.090, H176 1.090
158 C -4.3737 1.3829 2.1495  N154 1.524, C157 1.534, H177 1.090, H178 1.090
159 C -6.4900 0.0189 1.5982  N154 1.556, C160 1.526, H179 1.090, H180 1.090
160 C -5.6637 -0.8820 0.6841  C159 1.526, C161 1.602, H181 1.090, H182 1.090
161 C -6.3561 -2.2507 0.2206  C160 1.602, H183 1.090, H184 1.090, H185 1.090
162 H -9.2982 3.4933 -0.0674  C150 1.090
163 H -8.9785 2.9264 -1.7449  C150 1.090
164 H -9.0867 4.5382 -1.3285  C150 1.090
165 H -6.9927 4.6725 -0.0141  C151 1.090
166 H -6.6965 4.2386 -1.5736  C151 1.090
167 H -5.4468 2.5843 -0.2403  C152 1.090
168 H -6.7588 1.7265 -0.6266  C152 1.090
169 H -7.7507 2.4989 1.7931  C153 1.090
170 H -6.3429 3.4102 1.9492  C153 1.090
171 H -5.8414 0.5035 4.0583  C155 1.090
172 H -7.0963 1.7796 4.0369  C155 1.090
173 H -4.7116 2.1131 5.2892  C156 1.090
174 H -5.4572 3.3260 4.4774  C156 1.090
175 H -2.9006 2.2800 3.3818  C157 1.090
176 H -4.1106 3.4670 2.6812  C157 1.090
177 H -3.9683 0.4294 2.4879  C158 1.090
178 H -4.0580 1.5734 1.1237  C158 1.090
179 H -7.4499 0.2589 1.1410  C159 1.090
180 H -6.7154 -0.5872 2.4756  C159 1.090
181 H -4.7575 -1.2606 1.1569  C160 1.090
182 H -5.2856 -0.3817 -0.2075  C160 1.090
183 H -6.7912 -2.8272 1.0369  C161 1.090
184 H -5.7633 -2.9486 -0.3706  C161 1.090
185 H -7.1082 -1.9953 -0.5259  C161 1.090
186 C 2.3306 -7.6680 3.5928  C187 1.566, H198 1.090, H199 1.090, H200 1.090
187 C 1.2812 -6.5067 3.6232  C186 1.566, C188 1.582, H201 1.090, H202 1.090
188 C 1.8836 -5.1134 4.0697  C187 1.582, C189 1.584, H203 1.090, H204 1.090
189 C 3.0638 -5.1444 5.1264  C188 1.584, N190 1.612, H205 1.090, H206 1.090
190 N 3.0435 -3.9223 6.1768  C189 1.612, C191 1.570, C194 1.644, C195 1.570
191 C 4.2519 -4.1383 7.1552  N190 1.570, C192 1.567, H207 1.090, H208 1.090
192 C 5.5841 -3.5898 6.5392  C191 1.567, C193 1.579, H209 1.090, H210 1.090
193 C 5.0020 -2.8304 5.2832  C192 1.579, C194 1.479, H211 1.090, H212 1.090
194 C 3.5542 -2.5572 5.4169  N190 1.644, C193 1.479, H213 1.090, H214 1.090
195 C 1.7161 -3.8019 7.0069  N190 1.570, C196 1.575, H215 1.090, H216 1.090
196 C 1.0209 -5.1233 7.5076  C195 1.575, C197 1.464, H217 1.090, H218 1.090
197 C -0.2388 -4.7677 8.1635  C196 1.464, H219 1.090, H220 1.090, H221 1.090
198 H 3.1067 -7.3465 2.8982  C186 1.090
199 H 1.8932 -8.6108 3.2643  C186 1.090
200 H 2.8768 -7.9144 4.5033  C186 1.090
201 H 0.5642 -6.8404 4.3733  C187 1.090
202 H 0.8235 -6.4809 2.6343  C187 1.090
203 H 1.1781 -4.2930 4.2013  C188 1.090
204 H 2.3292 -4.7043 3.1630  C188 1.090
205 H 4.0778 -5.3202 4.7670  C189 1.090
206 H 2.8564 -6.0627 5.6757  C189 1.090
207 H 3.9496 -3.5398 8.0145  C191 1.090
208 H 4.3470 -5.2149 7.2971  C191 1.090
209 H 5.9811 -2.8557 7.2404  C192 1.090
210 H 6.2521 -4.3876 6.2144  C192 1.090
211 H 5.5708 -1.9165 5.1122  C193 1.090
212 H 5.3259 -3.2980 4.3534  C193 1.090
213 H 3.3438 -1.6409 5.9686  C194 1.090
214 H 3.0515 -2.5717 4.4499  C194 1.090
215 H 0.9390 -3.3769 6.3716  C195 1.090
216 H 1.8389 -3.1908 7.9011  C195 1.090
217 H 1.6655 -5.7271 8.1463  C196 1.090
218 H 0.7160 -5.8348 6.7402  C196 1.090
219 H -0.9107 -4.4004 7.3878  C197 1.090
220 H -0.1974 -4.1158 9.0361  C197 1.090
221 H -0.8144 -5.6386 8.4770  C197 1.090
222 C 0.0444 5.2073 5.0486  C223 1.511, H234 1.090, H235 1.090, H236 1.090
223 C 0.8583 4.7738 3.8515  C222 1.511, C224 1.555, H237 1.090, H238 1.090
224 C 0.0916 5.0261 2.5222  C223 1.555, C225 1.545, H239 1.090, H240 1.090
225 C -0.0894 6.5136 2.1452  C224 1.545, N226 1.564, H241 1.090, H242 1.090
226 N -0.4989 6.7314 0.6512  C225 1.564, C227 1.540, C230 1.578, C231 1.501
227 C 0.5252 6.1458 -0.3380  N226 1.540, C228 1.590, H243 1.090, H244 1.090
228 C 0.4192 7.0188 -1.6628  C227 1.590, C229 1.515, H245 1.090, H246 1.090
229 C -0.1959 8.3235 -1.1999  C228 1.515, C230 1.475, H247 1.090, H248 1.090
230 C -0.2538 8.2429 0.2715  N226 1.578, C229 1.475, H249 1.090, H250 1.090
231 C -1.8849 6.2494 0.3364  N226 1.501, C232 1.598, H251 1.090, H252 1.090
232 C -3.0176 6.9740 1.1995  C231 1.598, C233 1.502, H253 1.090, H254 1.090
233 C -4.3534 6.4070 0.8134  C232 1.502, H255 1.090, H256 1.090, H257 1.090
234 H -0.9102 4.6960 5.1729  C222 1.090
235 H -0.2408 6.2587 5.0134  C222 1.090
236 H 0.5310 5.0659 6.0137  C222 1.090
237 H 1.0453 3.7020 3.9172  C223 1.090
238 H 1.7588 5.3864 3.8088  C223 1.090
239 H -0.8544 4.4848 2.5366  C224 1.090
240 H 0.6274 4.5479 1.7021  C224 1.090
241 H 0.9247 6.9067 2.0746  C225 1.090
242 H -0.6225 7.2096 2.7930  C225 1.090
243 H 0.3455 5.0717 -0.3836  C227 1.090
244 H 1.5461 6.3060 0.0088  C227 1.090
245 H -0.1687 6.4925 -2.4147  C228 1.090
246 H 1.4211 7.2204 -2.0420  C228 1.090
247 H -1.1571 8.7003 -1.5496  C229 1.090
248 H 0.5591 9.1032 -1.3012  C229 1.090
249 H -0.8838 9.0065 0.7277  C230 1.090
250 H 0.7821 8.4581 0.5338  C230 1.090
251 H -1.7580 5.1891 0.5549  C231 1.090
252 H -2.0581 6.3720 -0.7328  C231 1.090
253 H -3.0812 8.0444 1.0039  C232 1.090
254 H -2.9045 6.8091 2.2710  C232 1.090
255 H -4.5116 6.4250 -0.2649  C233 1.090
256 H -5.1818 6.8312 1.3808  C233 1.090
257 H -4.2942 5.3485 1.0667  C233 1.090
258 N -2.0017 2.8215 -1.1111  O259 1.192, O260 1.225, O261 1.218
259 O -1.0296 2.7424 -0.4253  N258 1.192
260 O -1.9692 2.4679 -2.2839  N258 1.225
261 O -3.0397 3.2818 -0.6708  N258 1.218
262 N 4.8180 -2.1359 1.5118  O263 1.196, O264 1.295, O265 1.254
263 O 5.7726 -2.8558 1.4859  N262 1.196
264 O 4.8508 -0.8434 1.4408  N262 1.295
265 O 3.7424 -2.6212 1.9359  N262 1.254
266 N 1.3066 0.2520 6.6000  O267 1.243, O268 1.213, O269 1.264
267 O 1.1700 1.2223 5.8358  N266 1.243
268 O 2.3357 0.2825 7.2419  N266 1.213
269 O 0.6331 -0.8169 6.5753  N266 1.264
270 N -4.2771 -2.6653 4.0712  O271 1.233, O272 1.238, O273 1.257
271 O -5.0478 -1.7652 4.4121  N270 1.233
272 O -3.1998 -2.4802 3.4896  N270 1.238
273 O -4.6309 -3.8613 4.2301  N270 1.257
274 N -2.5814 -5.0582 0.6422  O275 1.207, O276 1.236, O277 1.227
275 O -2.4658 -5.3165 1.8157  N274 1.207
276 O -1.6150 -4.8969 -0.1118  N274 1.236
277 O -3.6680 -5.0738 0.0727  N274 1.227

Here are the Mulliken charges for atoms 1 to 8, given in e: C -1.2576; C -0.6426; C -0.5474; C -1.1321; P 0.7889; C -1.2486; C -1.0152; C -0.3584